14
Properties=species:S:1:pos:R:3:forces:R:3:nbo_charge:R:1 method="wB97M-V/def2-TZVPD" charge=0 lumo_energy_ev=0.833 homo_ha=-0.3161 de_lowest_kcal_mol=97.2 smiles="C=C=CCCO" largest_force_ev_per_a=2.5
C 0.1868 0.8662 0.4894 0.0 -0.4 0.2 -0.454
C -0.3719 0.8384 1.9159 -0.2 0.4 0.0 -0.054
H -0.0089 1.8283 -0.0074 -0.1 -0.3 0.1 0.221
H -1.4470 1.0516 1.9098 -0.1 0.0 -0.1 0.152
H -0.0827 -1.0118 -3.5890 0.2 0.5 -0.1 0.233
C -0.2084 -0.3624 -0.3289 -0.6 -0.1 -1.4 -0.357
H 0.0891 1.6111 2.5437 0.0 -0.1 -0.3 0.183
C 0.2074 -0.6272 -1.5332 1.4 0.2 -0.8 0.101
H -0.4423 -1.0719 1.9408 0.1 0.0 0.2 0.473
C 0.5564 -1.0654 -2.7193 0.2 -0.3 0.2 -0.584
H -1.1206 -0.8024 -0.9798 -0.5 0.5 2.4 0.332
H 1.4917 -1.6126 -2.7707 -0.2 -0.3 -0.1 0.237
O -0.1304 -0.3917 2.5567 0.0 -0.3 -0.2 -0.713
H 1.2808 0.7498 0.5721 -0.3 0.1 -0.1 0.230